# 1
Here is a structure of composition C19H43O2P3STc at a distorted geometry from OMol25. Energies are from the ωB97M-V functional and the def2-TZVPD basis.

The total energy is -2401.5966 Eh. The net charge is +4. Its spin multiplicity is 4. The calculation puts the HOMO-LUMO gap (alpha / beta) at 6.4 / 6.5 eV. The calculation puts the HOMO energy (alpha / beta) at -20.8 / -21.3 eV.

Last column: Mulliken charge in e.
Element x y z (Å)
Tc 0.65683 0.56971 0.78659  0.3245
P 2.01640 -0.61294 2.10155  0.9113
P 2.00875 2.35333 0.49915  1.1230
P -0.58522 -2.11484 0.35464  1.0066
H 1.41694 1.58663 -2.44684  0.1851
C 0.44318 1.37420 -2.93946  -0.9975
C -0.67157 1.53012 -1.96596  0.4619
H -0.28727 1.83564 -0.95233  -0.1479
C 3.36082 -1.37611 1.06226  -1.1676
C 2.93305 0.35878 3.38060  -1.2546
C 1.54272 -2.05427 3.15389  -1.1494
C 1.93102 3.84309 -0.61102  -1.3561
C 1.72308 3.25134 2.08804  -1.4002
C 3.80490 1.99342 0.28350  -1.2237
C -1.95109 -2.67422 -0.77183  -1.5442
C -1.34652 -2.89277 1.85578  -1.0254
C 0.63782 -3.41360 -0.14031  -1.5034
H 0.25647 2.18631 -3.66934  0.4107
H -1.34618 2.34622 -2.27859  0.3037
H 4.31560 -1.34015 1.61252  0.3993
H 3.45616 -0.82339 0.11448  0.3351
H 3.08485 -2.42008 0.85362  0.4008
H 3.49402 -0.33512 4.02283  0.5278
H 2.19120 0.89430 3.99227  0.4209
H 3.62560 1.07968 2.92938  0.2503
H 1.49371 -2.97452 2.55814  0.2660
H 0.56750 -1.85812 3.61886  0.3541
H 2.29283 -2.18298 3.94942  0.5212
H 2.87577 4.41011 -0.59657  0.5101
H 1.14879 4.52469 -0.25796  0.4687
H 1.70776 3.55326 -1.64436  0.3846
H 2.64259 3.29830 2.68036  0.3570
H 0.91911 2.74457 2.64736  0.3976
H 1.39361 4.26814 1.84603  0.5093
H 4.36605 2.90723 0.06131  0.4751
H 3.91321 1.31448 -0.57122  0.4167
H 4.23324 1.51505 1.16685  0.2872
H -2.31529 -3.65605 -0.43751  0.6512
H -1.59279 -2.78641 -1.80431  0.2865
H -2.76579 -1.93851 -0.72788  0.4142
H -2.25415 -3.43292 1.55636  0.4391
H -1.63517 -2.11668 2.57287  -0.0881
H -0.64535 -3.59852 2.31515  0.4961
H 0.11738 -4.17765 -0.73805  0.4740
H 1.09012 -3.88433 0.74219  0.5239
H 1.41985 -2.94832 -0.75702  0.3921
C -1.87958 -0.42648 -2.96676  -0.2659
C -0.94632 -1.37125 -3.47093  0.0510
C -1.16453 -1.85677 -4.75613  -0.7916
C -2.43488 -1.71312 -5.32569  -0.5167
C -3.45228 -0.99474 -4.67697  -0.5610
C -3.17938 -0.33576 -3.48484  -0.2733
O -1.55882 0.36591 -1.88599  0.2523
H 0.30879 0.47885 -3.61873  0.3477
H -0.05554 -1.64042 -2.88545  0.7633
H -0.34267 -2.36761 -5.27277  0.4936
H -2.66349 -2.20591 -6.26883  0.5110
H -4.46435 -0.96549 -5.08245  0.5107
H -3.91804 0.28505 -2.95762  0.4936
C -3.42855 2.43028 1.24275  -1.0157
S -2.66530 0.80710 1.38043  0.6163
C -2.95021 0.52049 3.13640  -0.9830
O -1.13226 1.24409 1.38138  -0.7956
H -2.95194 3.09537 1.97415  0.4109
H -4.51005 2.35848 1.41651  0.4798
H -3.24857 2.78278 0.21906  0.3306
H -4.03399 0.48184 3.28391  0.5104
H -2.50845 -0.44093 3.41820  0.2020
H -2.50415 1.34214 3.70493  0.4020

=====

# 2
Here is a structure of composition C3H5F6NO4S2Zn at a distorted geometry from OMol25. Energies are from the ωB97M-V functional and the def2-TZVPD basis.

The total energy is -3647.8520 Eh. The calculation puts the HOMO-LUMO gap at 10.5 eV. The calculation puts the HOMO energy at -10.5 eV.

Last column: Mulliken charge in e.
Element x y z (Å)
Zn 0.52867 -0.45611 -1.11572  0.4483
C -0.01020 -1.24327 -2.88177  -0.8687
H 0.87800 -1.55804 -3.45944  0.3215
H -0.61733 -2.14010 -2.71506  0.1941
H -0.51346 -0.48746 -3.49183  0.2229
H -2.87811 -1.54966 -4.61578  0.1765
H -2.88027 -1.22661 -3.91162  -0.1735
F -2.51076 -0.97930 2.87922  -0.1899
C -1.44996 -0.14324 2.94556  0.6388
F -1.66255 0.75465 3.93069  -0.1973
F -0.34083 -0.86012 3.23328  -0.2124
S -1.15904 0.65070 1.28188  1.0135
O -0.86442 -0.55825 0.45765  -0.5425
O -2.27927 1.44458 0.86891  -0.5190
N 0.14686 1.49221 1.65395  -0.3934
S 1.36423 1.78805 0.66410  1.1928
O 0.99601 1.55793 -0.77507  -0.6220
O 1.95918 3.05028 0.97978  -0.5682
C 2.60997 0.40896 0.97879  0.6827
F 2.97144 0.32917 2.26023  -0.1914
F 2.02086 -0.82124 0.64158  -0.2158
F 3.69097 0.54687 0.19067  -0.1970

=====

# 3
Here is the molecule C17H23BN2O4 at a distorted geometry from OMol25. Energies are from the ωB97M-V functional and the def2-TZVPD basis.

The total energy is -1096.9775 Eh. The structure (SMILES) is CC#CC(=O)N(C)CC(=O)N[C@@H](Cc1ccc(C)cc1C)B(O)O. The calculation puts the HOMO-LUMO gap at 8.7 eV. The calculation puts the HOMO energy at -8.2 eV.

Last column: Mulliken charge in e.
Element x y z (Å)
C 1.72607 1.19016 -6.72937  -1.1565
C 1.48916 0.35569 -5.62587  0.3728
C 1.25498 -0.41304 -4.70302  -0.6375
C 0.98590 -1.33153 -3.62511  1.1466
O -0.05387 -1.95379 -3.60774  -0.6159
N 1.88740 -1.52340 -2.56569  0.1735
C 3.18075 -0.89891 -2.64459  -1.1865
C 1.67741 -2.63063 -1.62525  -1.3126
C 0.91869 -2.12786 -0.42150  0.3713
O 1.54366 -1.83754 0.55077  -0.6270
N -0.44728 -2.09106 -0.55135  -0.1626
C -1.23493 -1.26048 0.33393  0.0021
C -0.94689 -1.42222 1.84519  -1.7350
C -1.36350 -0.21146 2.64999  0.9475
C -2.68276 -0.10493 3.07700  -0.7677
C -3.01886 0.96475 3.86228  -0.7500
C -2.12159 1.94456 4.24279  0.8508
C -2.55112 3.11810 5.07174  -1.5001
C -0.80753 1.83575 3.81559  -0.9433
C -0.43388 0.77962 2.97462  1.2436
C 0.99077 0.69959 2.53738  -1.6788
B -0.99404 0.19881 -0.29144  0.8487
O 0.14139 0.60816 -0.98589  -0.9171
O -1.99946 1.10766 -0.07800  -0.5516
H 2.76723 1.38836 -6.95934  0.3139
H 1.23262 2.15438 -6.66853  0.3065
H 1.37722 0.70332 -7.63463  0.3224
H 3.02410 0.15583 -2.86839  0.3556
H 3.73093 -1.31373 -3.48611  0.3589
H 3.71040 -0.96281 -1.70295  0.3952
H 1.20060 -3.48724 -2.16205  0.4203
H 2.64020 -3.02148 -1.33396  0.5593
H -0.81786 -2.23446 -1.50996  0.4441
H -2.30882 -1.34725 0.10063  0.3786
H 0.12457 -1.62547 1.93676  0.4393
H -1.43077 -2.32732 2.27167  0.4893
H -3.42050 -0.80419 2.71997  0.4428
H -4.03300 1.09137 4.21891  0.3275
H -2.23966 2.86816 6.08083  0.3112
H -3.62584 3.27695 5.07374  0.3655
H -2.05825 4.04227 4.81432  0.3536
H -0.08725 2.57419 4.09234  0.4384
H 1.53357 0.19479 3.34723  0.3269
H 1.42375 1.68410 2.41601  0.4459
H 1.09675 0.16708 1.59108  0.2131
H 0.68714 -0.11264 -1.37785  0.2928
H -1.66764 1.93982 -0.46618  0.2843

=====

# 4
Here is a structure of composition C36H50AsN5O2PbS2Si3Te4 at a distorted geometry from OMol25. Energies are from the ωB97M-V functional and the def2-TZVPD basis.

The total energy is -6991.8357 Eh. The net charge is -2. The calculation puts the HOMO-LUMO gap (alpha / beta) at 3.7 / 3.5 eV. The calculation puts the HOMO energy (alpha / beta) at -0.1 / 0.1 eV.

Last column: Mulliken charge in e.
Element x y z (Å)
Pb 0.73810 -0.15279 1.27868  0.8800
C -3.20481 2.39959 0.61517  -0.7748
C -2.02810 1.68786 0.54296  -0.6449
N -1.51358 1.00239 1.58187  0.9758
C -2.15142 1.04922 2.78344  -0.5151
C -3.42789 1.69853 2.92088  1.4666
C -3.93319 2.38703 1.79915  -1.3237
C -4.12432 1.63013 4.14187  -0.9307
C -3.56996 0.96075 5.22398  -0.9696
C -2.31712 0.39064 5.12346  0.1929
C -1.57894 0.43093 3.92132  -0.1426
N -0.25388 -0.13653 3.86254  0.4147
C 0.54727 0.76667 4.63439  0.1897
C 0.65149 0.69134 6.03065  0.0382
C 1.27500 1.69486 6.75833  -1.0048
C 1.79706 2.80323 6.12313  -0.9343
C 1.78503 2.88694 4.71231  1.0414
C 2.32476 3.97873 4.01256  -1.0908
C 2.26612 3.99760 2.62208  -0.9287
C 1.74555 2.90914 1.96015  -1.1273
N 1.27127 1.81782 2.58796  0.1304
C 1.20032 1.82207 3.95139  -0.4346
H -3.56560 2.95083 -0.24377  0.4148
H -1.44927 1.64094 -0.37613  0.3868
H -4.88558 2.89838 1.87713  0.3258
H -5.10065 2.09617 4.21849  0.3589
H -4.12068 0.87801 6.15461  0.3578
H -1.89254 -0.09555 5.98806  0.3043
H 0.22840 -0.15757 6.55127  0.3688
H 1.33910 1.60888 7.83722  0.3806
H 2.23898 3.61415 6.69111  0.3208
H 2.76184 4.79999 4.56823  0.3300
H 2.65273 4.83464 2.05468  0.4386
H 1.70326 2.89336 0.88102  1.1796
Te -0.36224 -2.12605 4.56684  0.0270
Te 2.25081 -2.27570 5.09066  -0.0913
Te 2.77915 -4.63287 3.87469  -0.5790
Te 2.00874 -2.96046 1.32694  -0.2952
C 5.74801 -1.44010 -0.77527  -1.0223
N 4.47858 -2.12348 -0.69798  0.2462
C 3.46582 -1.85366 -1.51007  0.2714
N 3.74034 -1.55267 -2.81326  -0.4293
S 1.84089 -2.24379 -1.12035  -0.6120
H 6.30416 -1.64285 0.13662  0.3704
H 5.59347 -0.35768 -0.85882  0.2863
H 6.33264 -1.78837 -1.63164  0.3347
H 4.15148 -2.42425 0.23251  -0.1255
H 4.58718 -1.02244 -2.96089  0.3215
H 2.94832 -1.16787 -3.30416  0.1205
O 4.41695 6.70936 -3.56416  -0.5051
C 4.97107 6.14665 -2.44440  0.6031
O 5.95948 6.66816 -1.99529  -0.6074
C 4.32689 4.94953 -1.90715  1.0225
C 3.10710 4.42759 -2.36950  -0.6664
C 2.59351 3.25356 -1.86656  -0.8156
C 3.27831 2.53046 -0.87609  -0.2687
S 2.77214 0.91648 -0.46688  -0.1303
C 4.46358 3.08548 -0.35975  -0.3724
C 4.96788 4.26024 -0.86520  -0.7059
H 3.66945 6.17475 -3.84964  0.2745
H 2.53091 4.93953 -3.13543  0.1143
H 1.65448 2.86422 -2.23845  0.4695
H 4.97591 2.56211 0.43712  0.4480
H 5.89450 4.67261 -0.48701  0.4053
C -4.48414 -1.69213 -3.85468  -1.2739
Si -2.96550 -0.72490 -3.22887  0.2174
C -2.00915 -0.16830 -4.78074  -1.1413
C -3.68356 0.86504 -2.49844  -1.0072
As -1.39651 -1.70475 -1.78695  0.5738
Si -2.76400 -2.90754 -0.27699  0.3874
C -1.75423 -3.94501 0.93774  -0.4362
C -3.99303 -4.09218 -1.12479  -1.0267
C -3.80759 -1.68202 0.71858  -0.5965
Si -0.68813 -3.40470 -3.26440  0.5030
C -0.00914 -4.94799 -2.39446  -1.0158
C 0.68026 -2.66819 -4.37476  -1.0631
C -1.95306 -4.10223 -4.51240  -1.1664
H -4.81606 -1.30857 -4.82205  0.3850
H -5.31489 -1.59870 -3.15254  0.3899
H -4.26854 -2.75352 -3.97458  0.3152
H -2.57275 0.56437 -5.36169  0.4167
H -1.77690 -1.01082 -5.43639  0.2587
H -1.06090 0.29040 -4.49075  0.2704
H -4.48164 1.27623 -3.12122  0.4511
H -2.90625 1.62396 -2.39905  0.2447
H -4.09065 0.68735 -1.50260  0.2016
H -0.87489 -4.39103 0.47010  0.1141
H -2.35096 -4.75319 1.36724  0.4680
H -1.38822 -3.33270 1.76400  -0.2314
H -3.47309 -4.78546 -1.79030  0.1869
H -4.72093 -3.53696 -1.71941  0.2404
H -4.54375 -4.68418 -0.39123  0.4185
H -3.16427 -1.01425 1.29393  -0.2056
H -4.46663 -2.19287 1.42377  0.4783
H -4.42948 -1.05979 0.07040  0.2181
H 0.71937 -4.67568 -1.63036  0.2362
H 0.48835 -5.60634 -3.11010  0.3781
H -0.80593 -5.51375 -1.90595  0.2514
H 0.41065 -2.68234 -5.43316  0.4333
H 0.86402 -1.62885 -4.09400  0.0049
H 1.62058 -3.20941 -4.26024  0.4524
H -2.79914 -4.56775 -4.00285  0.2600
H -1.48333 -4.86457 -5.13773  0.3589
H -2.34430 -3.32350 -5.16972  0.2861